{"formula": "C29H40BN9PbS2", "method": "ωB97M-V/def2-TZVPD", "symbols": ["Pb", "C", "C", "N", "N", "C", "B", "N", "C", "C", "C", "N", "N", "C", "C", "C", "N", "H", "H", "H", "H", "H", "H", "H", "H", "H", "H", "C", "C", "S", "C", "C", "S", "H", "H", "H", "H", "H", "H", "C", "C", "N", "C", "C", "N", "H", "H", "H", "H", "H", "H", "C", "C", "C", "C", "C", "C", "C", "C", "N", "C", "C", "C", "C", "H", "H", "H", "H", "H", "H", "H", "H", "H", "H", "H", "H", "H", "H", "H", "H", "H", "H"], "coordinates": [[-0.606, -1.042, -0.533], [2.284, -3.865, -3.897], [1.206, -3.069, -3.473], [1.405, -2.604, -2.250], [2.599, -3.080, -1.855], [3.147, -3.841, -2.822], [3.208, -2.834, -0.455], [2.328, -3.488, 0.631], [2.711, -4.400, 1.544], [1.608, -4.742, 2.299], [0.568, -3.976, 1.742], [1.013, -3.226, 0.747], [3.427, -1.337, -0.174], [4.604, -0.682, -0.141], [4.350, 0.647, 0.126], [2.947, 0.713, 0.215], [2.407, -0.485, 0.045], [2.412, -4.377, -4.836], [0.296, -2.814, -3.995], [4.108, -4.304, -2.670], [4.294, -3.375, -0.435], [3.736, -4.732, 1.587], [1.560, -5.444, 3.115], [-0.480, -3.934, 1.999], [5.529, -1.211, -0.307], [5.062, 1.449, 0.222], [2.301, 1.562, 0.385], [-5.076, -3.605, -0.285], [-3.982, -2.566, -0.479], [-2.351, -3.192, -0.238], [-4.275, -1.291, -0.801], [-5.704, -0.826, -0.979], [-3.104, -0.001, -1.057], [-4.629, -4.561, -0.018], [-5.668, -3.755, -1.195], [-5.773, -3.327, 0.515], [-6.435, -1.626, -0.851], [-5.836, -0.395, -1.976], [-5.936, -0.029, -0.266], [-3.168, -0.759, 2.565], [-1.733, -0.769, 2.952], [-0.710, -0.845, 2.137], [0.430, -0.767, 2.903], [0.090, -0.656, 4.213], [-1.293, -0.661, 4.234], [-3.291, -1.279, 1.616], [-3.522, 0.266, 2.429], [-3.778, -1.253, 3.325], [1.404, -0.809, 2.445], [0.679, -0.580, 5.109], [-1.881, -0.554, 5.039], [-0.645, 2.938, 3.518], [-0.276, 3.400, 2.129], [0.134, 4.730, 1.920], [0.479, 5.116, 0.632], [0.904, 6.542, 0.364], [0.441, 4.220, -0.429], [0.051, 2.847, -0.267], [-0.320, 2.515, 1.084], [0.001, 1.864, -1.163], [0.324, 2.100, -2.565], [-0.662, 3.073, -3.241], [0.158, 0.753, -3.277], [1.790, 2.520, -2.792], [-1.084, 3.752, 4.100], [0.233, 2.573, 4.060], [-1.362, 2.116, 3.477], [0.163, 5.439, 2.741], [0.869, 7.140, 1.277], [0.253, 7.016, -0.376], [1.924, 6.583, -0.029], [0.719, 4.601, -1.401], [-0.668, 1.504, 1.255], [-1.674, 2.686, -3.106], [-0.455, 3.147, -4.315], [-0.628, 4.074, -2.816], [-0.871, 0.395, -3.174], [0.841, 0.013, -2.855], [0.384, 0.849, -4.345], [2.056, 3.445, -2.283], [1.989, 2.648, -3.863], [2.447, 1.734, -2.413]], "mulliken_charge": [0.966, -1.168, -0.433, 0.454, -0.223, -0.218, 0.045, -0.235, -0.226, -1.276, -0.285, 0.456, -0.227, -0.234, -1.230, -0.651, 1.031, 0.382, 0.439, 0.403, -0.253, 0.417, 0.380, 0.399, 0.427, 0.408, 0.410, -1.699, 0.383, -0.376, 0.529, -1.556, -0.330, 0.359, 0.325, 0.310, 0.416, 0.279, 0.247, -1.002, -0.100, 1.026, -0.261, -0.980, 0.041, -0.254, 0.258, 0.508, 0.220, 0.423, 0.198, -1.464, 1.034, -0.919, 0.285, -1.688, -0.750, -0.870, 0.882, 0.788, 1.662, -1.764, -1.897, -1.532, 0.435, 0.239, 0.084, 0.208, 0.366, 0.317, 0.313, 0.542, -0.193, 0.283, 0.468, 0.339, 0.238, 0.208, 0.491, 0.267, 0.483, 0.222], "homo_energy_ev": -0.7, "e_tot_ha": -2636.1019, "orbital_gap_ha": 0.189, "total_charge": -2, "fmax_ev_per_a": 0.160}